1.
ORCA calculation (the ωB97M-V functional and the def2-TZVPD basis) on C9H6Cl2FeIrN2O4 as an isolated structure in a non-equilibrium geometry.

Geometry as XYZ:
```
25
Properties=species:S:1:pos:R:3:forces:R:3:nbo_charge:R:1
Fe 0.080207 0.049085 -4.805459 -2.0 0.8 4.4 1.276
Ir 0.172131 1.005602 -1.283463 -2.8 -2.3 -4.6 1.162
Cl -0.458830 -0.841238 -2.759007 0.0 -0.3 1.2 -0.421
Cl -0.109966 2.108839 -3.360561 0.4 0.5 1.5 -0.267
C 1.329127 2.328879 -0.815818 6.3 6.9 2.3 0.544
C 0.418941 -1.489072 -5.705905 4.0 -9.1 -5.5 0.370
C 0.472058 1.304167 -6.090987 4.2 7.6 -7.6 0.371
O 2.139008 3.163212 -0.634405 -4.4 -4.5 -0.9 -0.210
O 0.925321 -2.366426 -6.281346 -2.9 4.6 3.0 -0.174
O 0.998291 2.036504 -6.830461 -3.1 -4.0 4.0 -0.166
N 0.430132 -0.287997 5.031818 1.8 1.2 -2.7 -0.621
C 0.880489 0.051991 3.789138 -4.0 -3.1 3.8 0.580
O 1.928994 0.664771 3.611571 2.0 1.2 -0.5 0.022
C 0.015387 -0.369468 2.642250 0.9 0.8 -1.4 -0.078
C -1.203884 -1.050558 2.766687 0.6 0.0 2.3 -0.236
C -1.966792 -1.243454 1.620070 -0.8 -0.4 -0.2 0.148
C -1.551639 -0.725346 0.386163 -1.1 -0.3 -1.5 0.112
N -0.368874 -0.050576 0.282395 1.9 1.0 0.0 -0.661
C 0.463663 0.022329 1.370735 -0.2 -0.1 1.4 0.220
H 0.966523 0.008631 5.828261 0.3 0.1 0.6 0.477
H -0.443308 -0.750735 5.211056 -0.3 -0.1 -0.1 0.458
H -1.550818 -1.399926 3.739189 -0.1 -0.1 -0.5 0.278
H -2.903534 -1.786753 1.648434 -0.2 -0.1 0.1 0.303
H -2.113093 -0.829613 -0.540934 -0.2 -0.2 0.4 0.260
H 1.450468 0.447156 1.180579 -0.2 -0.2 0.4 0.252
```
Positions in Å, forces in eV/Å.

The HOMO energy (alpha / beta) comes out at -20.61 / -24.51 eV. As for the expectation value of S²: 24.794. As for the spin multiplicity: 10. The LUMO energy (alpha / beta) comes out at -0.570 / -0.671 Eh. The HOMO-LUMO gap (alpha / beta) comes out at 5.1 / 6.2 eV. As for the charge: +4.


2.
ORCA calculation (the ωB97M-V functional and the def2-TZVPD basis) on C9H6ErN2O5 as an isolated structure in a non-equilibrium geometry.

Geometry as XYZ:
```
23
Properties=species:S:1:pos:R:3:forces:R:3:nbo_charge:R:1
O -3.187847 0.873529 0.362339 2.5 -0.7 -0.3 -0.248
C -2.103676 0.576336 0.239129 -3.3 0.9 0.4 0.475
Er 0.374056 -0.106947 -0.050406 -0.4 0.0 0.0 1.452
O 0.103719 -0.919862 3.301576 -0.4 1.3 -4.6 -0.199
C 0.032467 -0.607080 2.197818 0.1 -1.9 7.0 0.448
C -0.130256 0.644596 -2.186076 -0.4 2.0 -6.8 0.447
O -0.140319 0.928219 -3.297311 -0.1 -1.0 4.4 -0.206
C 0.596602 2.125918 0.570045 1.9 6.8 1.8 0.447
O 0.949509 3.180986 0.858631 -1.6 -4.4 -1.2 -0.198
C -0.696831 -2.103651 -0.549249 -2.1 -6.4 -1.7 0.446
O -0.985088 -3.169676 -0.856532 1.0 4.2 1.2 -0.204
C 2.316696 -1.875347 -2.399171 -0.3 -0.7 -1.3 -0.687
C 2.953441 -1.305317 -1.192376 0.8 0.3 0.9 0.432
N 2.360256 -0.610987 -0.207298 -0.9 -0.7 -1.6 -0.753
C 3.235602 -0.242370 0.738229 3.1 0.0 1.0 -0.100
C 4.479204 -0.729526 0.341144 -2.7 0.6 0.1 0.031
N 4.241066 -1.372889 -0.851727 0.0 -0.4 -0.8 -0.429
H 2.792964 -1.420358 -3.325278 -0.6 -0.7 0.9 0.311
H 2.475124 -3.000612 -2.410751 -0.3 1.3 -0.2 0.311
H 1.187528 -1.692696 -2.478476 1.5 -0.2 0.2 0.208
H 2.932952 0.336893 1.628595 0.5 -0.4 -0.5 0.252
H 5.407594 -0.652489 0.804653 1.5 0.0 0.5 0.287
H 4.901765 -1.860326 -1.456917 0.3 0.2 0.4 0.479
```
Positions in Å, forces in eV/Å.

The HOMO energy (alpha / beta) comes out at -20.18 / -20.18 eV. As for the expectation value of S²: 3.753. As for the spin multiplicity: 4. The LUMO energy (alpha / beta) comes out at -0.524 / -0.521 Eh. The HOMO-LUMO gap (alpha / beta) comes out at 5.9 / 6.0 eV. As for the charge: +3.


3.
ORCA calculation (the ωB97M-V functional and the def2-TZVPD basis) on one molecule with the formula C9H6N2 in a non-equilibrium geometry.

Geometry as XYZ:
```
17
Properties=species:S:1:pos:R:3:forces:R:3:nbo_charge:R:1
C 0.734625 1.019761 1.169547 -1.5 -2.0 -1.6 -0.232
C -0.607887 1.383892 0.861720 0.7 0.3 -0.2 -0.217
C 1.290784 -0.091665 0.637282 1.9 0.7 0.9 -0.153
C -1.304282 0.753723 -0.062305 -2.9 -1.3 -1.2 -0.191
C 0.624409 -0.831952 -0.363293 -1.0 1.8 0.9 -0.111
C -0.741962 -0.435718 -0.689075 -0.7 0.0 -0.8 -0.061
C 1.041634 -1.821576 -1.152167 -0.4 0.2 0.9 -0.210
C -0.047670 -2.281802 -1.889268 -1.4 1.7 -0.5 -0.060
C -1.220767 -1.289236 -1.657091 1.0 -2.5 -1.8 -0.238
N 0.291765 -3.319850 -2.638274 0.7 -3.1 -0.7 0.117
N 0.779961 -4.286589 -3.014455 -1.7 3.0 0.5 0.075
H 1.239223 1.542567 1.861037 1.8 1.8 2.4 0.202
H -1.142114 2.183861 1.282110 0.0 1.2 1.0 0.211
H 2.315029 -0.340287 1.016945 -1.0 -0.1 -0.7 0.209
H -2.402555 1.106830 -0.189373 2.0 -1.0 -0.3 0.214
H 2.011308 -2.144500 -1.149043 2.2 -1.3 -0.1 0.214
H -2.085197 -1.377561 -2.352149 0.5 0.5 1.2 0.233
```
Positions in Å, forces in eV/Å.

The HOMO energy comes out at -7.49 eV. As for the spin multiplicity: 1. The LUMO energy comes out at -0.020 Eh. The HOMO-LUMO gap comes out at 6.9 eV.